Model a:
Molecular formula: C4H7ClN2
Method: DFT, ωB97M-V/def2-TZVPD

* LUMO level (spin up / spin down): -0.2 / -0.2 eV
* SMILES: C=C(C)/C(N)=N/Cl
* frontier orbital gap (spin up / spin down): 7.726 / 7.727 eV
* spin multiplicity: 1

Each atom is followed by the atoms it is bonded to, with distances in Å.
Geometry (Å):
1 C -1.6226 0.7235 0.2138  C2 1.335, H8 1.091, H9 1.095
2 C -0.6152 -0.1335 0.0325  C1 1.335, C3 1.450, C4 1.570
3 C 0.7671 0.3025 0.0519  C2 1.450, N5 1.602, N6 1.327
4 C -0.7754 -1.6734 -0.2280  C2 1.570, H10 1.197, H11 1.101, H12 1.064
5 N 1.7809 -0.7624 0.6884  C3 1.602, Cl7 1.676
6 N 1.1454 1.5335 -0.2667  C3 1.327, H13 1.017, H14 1.013
7 Cl 3.3696 -0.3497 0.3496  N5 1.676
8 H -2.6839 0.5267 0.0531  C1 1.091
9 H -1.4588 1.8017 0.3127  C1 1.095
10 H -1.0915 -2.4057 0.6640  C4 1.197
11 H 0.2312 -1.9716 -0.5615  C4 1.101
12 H -1.4518 -1.7320 -1.0478  C4 1.064
13 H 0.3897 2.2108 -0.3306  N6 1.017
14 H 2.0152 1.9294 0.0684  N6 1.013

Results of the Löwdin charge analysis, in e, for atoms 1 through 5:
1 C 0.067
2 C -0.308
3 C -0.346
4 C -0.058
5 N -0.487

Model b:
Molecular formula: C4H7ClN2
Method: DFT, ωB97M-V/def2-TZVPD

* LUMO level: 0.6 eV
* SMILES: C=C(Cl)/C(C)=N\N
* frontier orbital gap: 9.855 eV
* spin multiplicity: 1

Each atom is followed by the atoms it is bonded to, with distances in Å.
Geometry (Å):
1 C -0.4413 -0.3738 2.0101  C2 1.535, H5 1.178, H6 1.159, H7 1.285
2 C 0.0695 0.0513 0.6261  C1 1.535, C3 1.488, N12 1.317
3 C -0.9383 0.2742 -0.4450  C2 1.488, C4 1.314, Cl14 1.876
4 C -0.7459 0.8691 -1.6010  C3 1.314, H10 1.091, H11 1.211
5 H -1.4041 0.1826 2.3997  C1 1.178
6 H -0.7960 -1.4767 1.9935  C1 1.159
7 H 0.3605 0.0557 2.9178  C1 1.285
8 H 1.3001 -0.8015 -1.6580  N13 1.144
9 H 2.7710 -0.3851 -0.9249  N13 1.117
10 H -1.3725 1.1553 -2.4466  C4 1.091
11 H 0.3352 1.4122 -1.6496  C4 1.211
12 N 1.3047 -0.0481 0.1800  C2 1.317, N13 1.492
13 N 1.8159 0.1178 -1.2123  H8 1.144, H9 1.117, N12 1.492
14 Cl -2.2589 -1.0329 -0.1897  C3 1.876

Results of the Löwdin charge analysis, in e, for atoms 1 through 5:
1 C -0.135
2 C -0.431
3 C -0.586
4 C -0.026
5 H 0.088

Model c:
Molecular formula: C4H7ClN2
Method: DFT, ωB97M-V/def2-TZVPD

* LUMO level: 0.8 eV
* SMILES: [H]/N=C\N/C(C)=C\Cl
* frontier orbital gap: 9.378 eV
* spin multiplicity: 1

Each atom is followed by the atoms it is bonded to, with distances in Å.
Geometry (Å):
1 C 0.2475 1.3789 0.0764  C2 1.513, H5 1.066, H6 1.075, H7 1.080
2 C -0.6384 0.1530 0.0589  C1 1.513, C4 1.343, N12 1.397
3 C 1.2849 -1.4487 -0.0333  H9 1.116, N12 1.390, N13 1.273
4 C -1.9480 0.3729 -0.1424  C2 1.343, H11 1.104, Cl14 1.738
5 H 0.8902 1.3734 0.9273  C1 1.066
6 H 0.8281 1.4970 -0.8201  C1 1.075
7 H -0.3760 2.2613 0.0866  C1 1.080
8 H -0.6800 -1.8740 0.2664  N12 1.002
9 H 1.3601 -2.5617 -0.0760  C3 1.116
10 H 2.1757 0.2062 -0.0195  N13 1.047
11 H -2.3005 1.4086 -0.2931  C4 1.104
12 N -0.0435 -1.1042 0.1883  C2 1.397, C3 1.390, H8 1.002
13 N 2.3744 -0.8088 -0.1848  C3 1.273, H10 1.047
14 Cl -3.1744 -0.8538 -0.0347  C4 1.738

Results of the Löwdin charge analysis, in e, for atoms 1 through 5:
1 C -0.051
2 C -0.383
3 C -0.303
4 C -0.539
5 H 0.078

Model d:
Molecular formula: C4H7ClN2
Method: DFT, ωB97M-V/def2-TZVPD

* LUMO level: 0.9 eV
* SMILES: CN1C[C@H](Cl)C=N1
* frontier orbital gap: 8.851 eV
* spin multiplicity: 1

Each atom is followed by the atoms it is bonded to, with distances in Å.
Geometry (Å):
1 C -1.0028 1.4069 0.3501  C3 1.517, N5 1.291, H8 1.059
2 C -0.2348 -0.9170 0.2407  C3 1.633, N6 1.478, H9 1.044, H10 1.023
3 C -1.5094 0.0121 0.6643  C1 1.517, C2 1.633, Cl7 1.809, H11 1.049
4 C 1.9206 -0.1955 -0.6615  N6 1.407, H12 1.138, H13 1.028, H14 1.084
5 N 0.1644 1.3744 -0.2011  C1 1.291, N6 1.289
6 N 0.6124 0.1695 -0.2944  C2 1.478, C4 1.407, N5 1.289
7 Cl -2.9133 -0.3873 -0.4038  C3 1.809
8 H -1.7448 2.1516 0.4810  C1 1.059
9 H 0.3806 -1.3211 0.9816  C2 1.044
10 H -0.6091 -1.5676 -0.4541  C2 1.023
11 H -1.9615 -0.0660 1.6079  C3 1.049
12 H 2.3119 0.4675 -1.4994  C4 1.138
13 H 2.5073 0.1039 0.1276  C4 1.028
14 H 2.0786 -1.2313 -0.9390  C4 1.084

Results of the Löwdin charge analysis, in e, for atoms 1 through 5:
1 C -0.189
2 C -0.083
3 C -0.577
4 C -0.064
5 N 0.074

Stability, lowest: model b